# 1
2 unconnected molecules or ions with the total composition C9H16FNO at a distorted geometry, computed with wB97M-V/def2-TZVPD.

Its HOMO energy is -7.837 eV. Its net charge is 0. As for the energy relative to the best compared isomer or geometry (same formula, charge and spin): 0.00 kcal/mol.

XYZ file:
```
28
C9H16FNO, DFT wB97M-V/def2-TZVPD
C 2.175 0.368 0.138
C -0.006 -0.374 -0.050
C -1.164 0.183 -0.790
C -1.139 0.014 0.799
C -2.110 -0.692 -1.610
C -1.028 1.536 -1.340
C -1.972 -1.021 1.439
C -0.976 1.320 1.548
C 4.201 -0.760 -0.031
N 2.827 -0.723 -0.152
O 2.421 1.512 0.192
F 0.262 -1.743 -0.154
H -1.962 -1.698 -1.027
H -1.855 -0.753 -2.656
H -3.163 -0.325 -1.637
H -1.137 1.495 -2.367
H -0.093 2.034 -1.059
H -1.922 2.236 -0.820
H -1.230 -1.711 1.908
H -2.675 -1.327 0.725
H -2.537 -0.508 2.194
H -0.322 1.209 2.425
H -1.968 1.816 1.778
H -0.586 1.972 0.786
H 4.574 -1.141 1.048
H 4.529 -1.562 -0.726
H 4.569 0.224 -0.434
H 2.286 -1.580 -0.129
```

---

# 2
A molecular structure, C9H16KNS5 at a distorted geometry, computed with wB97M-V/def2-TZVPD.

Its HOMO energy is -7.715 eV. Its net charge is 0. As for the energy relative to the best compared isomer or geometry (same formula, charge and spin): 0.00 kcal/mol.

XYZ file:
```
32
C9H16KNS5, DFT wB97M-V/def2-TZVPD
K 0.239 -1.510 -1.811
C 2.656 0.169 0.339
C 2.588 -1.245 0.972
S 1.248 -2.477 0.706
C -0.065 -2.095 1.925
C -1.560 -1.968 1.468
S -2.083 -1.939 -0.290
C -2.947 -0.371 -0.702
C -2.334 0.984 -1.150
S -1.045 1.008 -2.464
C 0.217 2.140 -1.755
C 1.711 1.785 -1.939
S 2.492 0.191 -1.482
H 3.649 0.547 0.578
H 1.929 0.844 0.770
H 2.713 -1.120 2.047
H 3.459 -1.816 0.645
H 0.241 -1.188 2.436
H -0.033 -2.898 2.658
H -1.988 -1.088 1.949
H -2.100 -2.827 1.855
H -3.618 -0.144 0.127
H -3.596 -0.735 -1.499
H -1.949 1.543 -0.308
H -3.181 1.547 -1.540
H -0.023 2.284 -0.708
H 0.092 3.100 -2.252
H 2.278 2.582 -1.462
H 1.971 1.837 -2.998
S -0.617 1.809 2.475
C -0.275 0.872 1.163
N -0.069 0.179 0.247
```

---

It is found that the M values, taken in the order of the records, are 173.2 337.7 g/mol.
It is found that the LUMO energy values, taken in the order of the records, are 0.74 -0.11 eV.